[1]
The following is a DFT calculation (the ωB97M-V functional and the def2-TZVPD basis) of the molecule C4H6N2 in a non-equilibrium geometry.

```
12
Properties=species:S:1:pos:R:3:forces:R:3
N -1.861173 -0.694360 -1.691367 0.1 0.9 0.7
C -1.507080 0.090199 -0.918326 -0.9 -0.3 -0.8
C -0.889857 0.935304 0.115644 -0.1 0.1 -0.1
C 0.180054 0.008876 0.663856 -0.4 -0.2 0.0
C 0.884400 -0.772997 -0.359002 0.7 0.0 0.2
N 1.584719 0.262139 0.496597 0.1 -0.6 -0.2
H -0.434964 1.824185 -0.332130 -0.1 -0.1 0.0
H -1.638407 1.240932 0.851215 0.1 0.0 -0.1
H -0.091941 -0.557933 1.553658 -0.2 0.1 -0.1
H 0.888453 -0.434678 -1.392128 -0.2 0.0 0.3
H 0.767740 -1.862978 -0.300158 1.0 0.4 0.5
H 2.118055 -0.038692 1.312138 -0.1 -0.3 -0.4
```
Positions in Å, forces in eV/Å.

Results
Orbital gap in eV: 11.093
DFT total energy in Eh: -265.4546
Energy above the lowest of the compared OMol25 structures with the same formula, charge and spin in eV: 2.203
HOMO level in eV: -10.18
M in Da: 82.11
Maximum force in eV/Å: 1.233

=====

[2]
The following is a DFT calculation (the ωB97M-V functional and the def2-TZVPD basis) of a structure of composition C78H55I2N4O10S in a non-equilibrium geometry.

```
150
Properties=species:S:1:pos:R:3:forces:R:3
C 3.822640 6.004639 -0.691956 0.4 0.9 0.1
C 4.619074 5.503058 -1.997267 -0.3 -0.5 1.4
I 6.208923 6.950193 -2.448362 -0.8 -0.6 -0.2
C 5.317968 4.067984 -1.642765 -0.4 2.0 -1.9
I 6.557594 4.395994 0.117131 -0.3 -0.7 -0.6
N 4.219156 3.079971 -1.451608 -1.4 -3.6 1.7
N 2.986341 3.135470 -2.033621 -3.7 -1.7 -0.1
C 2.117035 2.027863 -1.716127 3.8 0.4 1.5
C 0.656920 1.878981 -2.313943 1.1 -0.5 -0.4
C -0.325672 0.964446 -1.440072 -1.1 0.2 -1.1
C -1.727145 1.764166 -1.247176 0.2 -1.3 0.4
S -1.793680 2.359073 0.534258 -0.9 -0.5 -0.3
N 2.863638 1.172263 -0.835987 0.9 4.8 -2.8
C 4.138044 1.849880 -0.714996 -2.6 -0.6 -1.3
N 5.127528 1.295370 0.024276 0.8 0.5 0.8
H 4.540982 6.692113 -0.121437 -1.2 -1.1 -0.7
H 2.908787 6.640055 -0.926547 1.2 -0.9 0.1
H 3.533328 5.168409 0.022609 0.3 0.9 -1.1
H 3.979387 5.450928 -2.935495 0.9 0.0 1.2
H 5.935812 3.808341 -2.575652 -0.7 -0.1 1.7
H 2.597922 3.831044 -2.677269 1.1 0.2 0.5
H 0.785780 1.356770 -3.330515 0.1 0.8 1.4
H 0.205713 2.902938 -2.570570 0.8 -1.4 0.7
H 0.102902 0.606401 -0.456097 -0.5 0.7 -1.2
H -0.597544 0.042672 -2.065016 0.7 1.2 0.9
H -1.834626 2.647630 -1.948843 0.2 -1.0 1.0
H -2.587305 1.046690 -1.486597 1.2 1.2 0.6
H -2.619366 1.416493 1.143164 0.7 0.7 -0.9
H 5.258225 1.633911 0.987834 0.0 -0.3 -0.9
H 5.752857 0.550351 -0.299328 -0.8 0.6 0.1
C 10.930277 -1.373611 -6.432274 -0.1 0.1 0.0
C 10.325335 -1.882385 -7.579487 -0.2 0.1 0.1
C 8.992987 -1.593414 -7.851680 0.2 -0.1 0.0
C 8.256978 -0.803371 -6.969946 0.3 -0.1 0.0
C 8.856721 -0.313584 -5.807766 0.2 -0.1 -0.1
C 10.198800 -0.591257 -5.546869 0.1 -0.1 -0.1
C 8.073455 0.484530 -4.839956 0.6 0.1 0.5
O 8.590820 0.919516 -3.824009 -0.4 -0.1 -0.5
C 6.643301 0.743895 -5.115377 -0.4 0.1 0.0
C 5.882723 1.444903 -4.182155 -0.3 0.1 0.0
C 4.541983 1.707582 -4.431855 0.2 -0.1 -0.1
C 3.956606 1.278342 -5.621620 0.2 -0.1 -0.1
C 4.710964 0.573595 -6.553147 -0.2 0.1 0.1
C 6.054886 0.296724 -6.296102 -0.4 0.3 0.3
C 6.843400 -0.486052 -7.277138 -0.1 -0.5 -1.0
O 6.334460 -0.866137 -8.314953 0.0 0.2 0.4
H 11.972431 -1.592436 -6.225890 -0.1 0.0 0.0
H 10.894006 -2.503247 -8.263244 -0.1 0.1 0.1
H 8.528996 -1.988222 -8.749201 -0.1 0.1 0.1
H 10.673876 -0.202445 -4.652360 -0.2 0.0 -0.1
H 6.333969 1.784186 -3.254908 0.2 -0.2 -0.2
H 3.954291 2.249504 -3.696974 0.2 -0.3 -0.4
H 2.910848 1.489391 -5.820727 0.1 0.0 0.0
H 4.250265 0.236954 -7.475835 0.2 0.0 0.1
C -7.353834 -1.529011 7.588056 0.1 0.1 -0.1
C -6.642741 -2.671888 7.229487 0.1 0.1 -0.1
C -5.390941 -2.555855 6.636818 -0.2 -0.1 0.1
C -4.850323 -1.294177 6.389405 -0.3 -0.1 0.2
C -5.573546 -0.149222 6.726575 -0.2 -0.3 0.1
C -6.822123 -0.269675 7.337191 -0.2 -0.2 0.0
C -5.033686 1.196732 6.424639 -0.5 0.7 0.3
O -5.661910 2.196226 6.721499 0.2 -0.2 -0.1
C -3.720921 1.306832 5.747358 0.3 0.1 -0.2
C -3.225647 2.565038 5.404509 0.2 0.1 -0.1
C -1.988757 2.679417 4.780293 -0.1 -0.1 0.1
C -1.237571 1.538268 4.504662 -0.2 -0.1 0.1
C -1.730288 0.282787 4.839931 0.2 0.2 -0.1
C -2.977522 0.163919 5.453279 0.2 0.3 -0.1
C -3.508568 -1.181032 5.773615 0.5 -0.8 -0.2
O -2.854089 -2.179311 5.528660 -0.1 0.3 0.0
H -8.326823 -1.620732 8.058800 0.1 0.0 -0.1
H -7.064358 -3.654208 7.414256 0.1 0.1 0.0
H -4.840278 -3.450217 6.364634 0.1 0.2 0.0
H -7.382893 0.616835 7.613551 0.2 0.0 -0.1
H -3.804148 3.457373 5.619259 -0.1 -0.2 0.1
H -1.607922 3.658680 4.509689 0.0 -0.1 0.0
H -0.268996 1.628262 4.023860 -0.1 0.0 0.0
H -1.143601 -0.602612 4.618786 -0.2 0.0 0.1
C 13.744054 1.233053 5.259026 -0.1 0.0 -0.2
C 12.422006 1.021921 5.643705 -0.1 0.0 -0.2
C 11.420605 0.947943 4.682892 0.1 0.0 0.2
C 11.736985 1.097059 3.332803 0.2 0.0 0.3
C 13.058087 1.332813 2.949567 0.0 0.0 0.3
C 14.062883 1.389049 3.915290 0.0 0.0 0.2
C 13.401228 1.542237 1.523675 0.9 0.1 -0.2
O 14.553967 1.744427 1.187784 -0.3 0.0 0.1
C 12.318052 1.510381 0.514103 -0.2 0.0 -0.3
C 12.615652 1.762686 -0.825765 -0.1 0.0 -0.2
C 11.606945 1.721858 -1.782266 0.1 0.0 0.3
C 10.299872 1.419804 -1.406250 -0.1 0.0 0.2
C 9.999738 1.173567 -0.071753 0.1 0.1 -0.2
C 11.005799 1.227839 0.892456 0.0 0.0 -0.3
C 10.666205 0.998864 2.315358 -0.8 -0.2 0.3
O 9.519980 0.739025 2.644664 0.2 0.1 -0.1
H 14.526231 1.281523 6.009075 -0.1 0.0 -0.1
H 12.172700 0.912823 6.693767 0.0 0.0 -0.1
H 10.393543 0.778128 4.987936 0.1 0.0 -0.2
H 15.093364 1.558645 3.622171 -0.2 0.0 -0.1
H 13.632107 1.995290 -1.125555 -0.1 -0.1 0.2
H 11.839587 1.923601 -2.822866 0.0 0.0 0.1
H 9.513186 1.380611 -2.152977 0.3 0.0 0.3
H 8.979377 0.943637 0.216516 0.2 0.0 0.1
C -7.427037 -1.585016 3.876207 -0.2 0.1 -0.1
C -8.098705 -2.748782 3.508944 -0.1 0.1 -0.1
C -9.268225 -2.671534 2.762178 0.2 -0.1 0.1
C -9.777130 -1.427483 2.389885 0.3 -0.1 0.2
C -9.117561 -0.261153 2.778303 0.2 -0.3 0.1
C -7.934511 -0.343053 3.513016 0.1 -0.2 0.1
C -9.673550 1.067717 2.431574 0.4 0.8 0.2
O -9.095953 2.086603 2.767144 -0.1 -0.2 -0.1
C -10.946654 1.137172 1.678183 -0.3 0.1 -0.2
C -11.512796 2.379983 1.393840 -0.2 0.1 -0.1
C -12.700758 2.455326 0.675739 0.2 -0.1 0.1
C -13.322835 1.291044 0.231010 0.1 -0.1 0.1
C -12.765201 0.050714 0.516838 -0.1 0.2 -0.1
C -11.580717 -0.029222 1.249515 -0.2 0.2 -0.1
C -11.013922 -1.356598 1.579168 -0.4 -0.7 -0.3
O -11.558929 -2.376473 1.194561 0.1 0.2 0.1
H -6.510165 -1.646720 4.450905 -0.1 0.0 -0.1
H -7.708408 -3.717343 3.803788 0.0 0.1 0.0
H -9.784507 -3.581462 2.474411 0.0 0.2 -0.1
H -7.410004 0.560457 3.806622 -0.2 0.0 -0.1
H -11.031815 3.290746 1.734542 0.1 -0.2 0.0
H -13.141919 3.422711 0.460269 0.1 -0.1 0.0
H -14.246076 1.351004 -0.335470 0.1 0.0 0.1
H -13.256648 -0.852806 0.172093 0.2 0.0 0.1
C -10.751424 -6.218114 -0.484545 0.2 0.1 -0.1
C -11.287626 -5.030064 -0.975564 0.1 0.0 -0.1
C -10.528478 -4.214527 -1.806154 -0.2 -0.1 0.1
C -9.224403 -4.579096 -2.139323 -0.2 -0.1 0.2
C -8.678863 -5.757520 -1.627613 -0.3 0.0 0.1
C -9.449745 -6.582206 -0.808362 -0.2 0.0 0.1
C -7.279195 -6.132317 -1.933056 0.2 -0.8 0.4
O -6.802784 -7.162334 -1.490115 0.0 0.3 -0.1
C -6.463980 -5.230036 -2.779289 0.3 0.2 -0.2
C -5.126954 -5.540273 -3.028989 0.2 0.1 -0.1
C -4.357890 -4.706764 -3.832748 -0.2 0.0 0.1
C -4.923164 -3.565649 -4.397541 -0.2 0.0 0.1
C -6.253081 -3.250078 -4.146697 0.2 0.0 -0.1
C -7.023698 -4.076898 -3.328917 0.4 0.0 -0.1
C -8.430011 -3.712559 -3.039280 -0.5 0.7 -0.3
O -8.923274 -2.711953 -3.529883 0.2 -0.2 0.1
H -11.348018 -6.858471 0.156475 0.1 0.1 -0.1
H -12.298957 -4.740719 -0.711751 0.1 0.0 0.0
H -10.953104 -3.292926 -2.189613 0.2 -0.1 0.0
H -9.035725 -7.505971 -0.418560 0.1 0.1 -0.1
H -4.681693 -6.429216 -2.594792 -0.2 0.1 0.0
H -3.316886 -4.947439 -4.021490 -0.1 0.0 0.0
H -4.324363 -2.919322 -5.030846 -0.1 -0.1 0.0
H -6.686863 -2.357672 -4.585308 -0.1 -0.1 0.1
```
Positions in Å, forces in eV/Å.

Results
Orbital gap in eV: 6.962
DFT total energy in Eh: -4970.1140
HOMO level in eV: -10.68
M in Da: 1494.19
Total charge: +1
Maximum force in eV/Å: 5.608

=====

[3]
The following is a DFT calculation (the ωB97M-V functional and the def2-TZVPD basis) of the ion C12H12N2P with charge +1 in a non-equilibrium geometry.

```
27
Properties=species:S:1:pos:R:3:forces:R:3
C -3.372432 2.223589 -0.259995 -2.9 -0.6 -0.2
C -3.158008 0.786748 0.120142 1.7 0.6 0.5
C -4.116263 -0.197252 0.291589 1.2 0.0 0.3
P -3.517863 -1.797305 0.399390 -0.3 -0.6 -0.1
C -1.935406 -1.160474 0.198482 0.6 1.7 -0.2
N -1.910330 0.263545 0.157178 -0.9 -0.8 -0.6
C -0.558855 0.798996 0.006390 -0.2 -1.6 2.5
N 0.219396 -0.513657 -0.116167 -1.6 2.0 -1.2
C 1.636730 -0.523801 -0.199296 -0.1 2.0 0.5
C 2.268132 -1.699928 -0.568121 1.0 -0.4 1.9
C 3.595328 -1.827043 -0.232910 0.3 2.2 -1.4
C 4.373175 -0.705971 0.215443 2.1 -2.4 0.0
C 3.844076 0.522564 0.379008 -5.3 -0.4 -0.2
C 2.343699 0.647160 0.180205 2.8 -1.4 -0.2
C -0.630932 -1.525621 -0.059080 0.6 0.9 0.6
H -2.556367 2.579670 -0.827165 0.9 0.6 -0.5
H -3.708440 3.010451 0.490419 0.5 -1.4 -0.7
H -4.231511 2.018887 -0.993173 1.0 1.2 0.8
H -5.088553 0.120933 0.449885 -1.9 0.2 0.0
H -0.493113 1.571343 -0.745472 0.5 -0.3 -0.5
H -0.265186 1.170078 1.018426 -0.1 0.3 -0.9
H 1.818283 -2.656770 -0.760939 -0.8 0.2 -0.6
H 4.012061 -2.694730 -0.674680 1.0 -0.9 0.6
H 5.469275 -0.921910 0.437532 -1.6 0.5 -0.3
H 4.271914 1.344286 0.874032 1.0 0.9 0.0
H 1.936769 1.655401 0.338813 -0.2 -0.8 0.0
H -0.245592 -2.489186 -0.119931 0.4 -1.6 -0.1
```
Positions in Å, forces in eV/Å.

Results
Orbital gap in eV: 7.320
DFT total energy in Eh: -915.0316
Energy above the lowest of the compared OMol25 structures with the same formula, charge and spin in eV: 0.336
HOMO level in eV: -12.10
M in Da: 215.22
Total charge: +1
Maximum force in eV/Å: 5.322

=====

- Among the records above, which one has the highest maximum force?
  C78H55I2N4O10S